No. 1
Here is C16H11I2N5O2Re as an isolated structure from the Open Molecules 2025 dataset. Energies are from ωB97M-V/def2-TZVPD.

Atoms and positions in Å:
Re1 -0.048 0.086 -1.359
I1 5.396 0.075 3.730
C1 4.218 -0.147 2.100
C2 4.770 -0.102 0.812
C3 3.957 -0.244 -0.284
I2 4.731 -0.166 -2.186
C4 2.545 -0.433 -0.105
O1 1.803 -0.536 -1.179
C5 1.988 -0.509 1.208
C6 0.533 -0.845 1.416
N1 -0.379 0.098 0.722
C7 -1.809 -0.217 0.988
C8 -2.302 -1.207 -0.025
C9 -3.351 -2.070 0.192
C10 -3.772 -2.894 -0.847
C11 -3.136 -2.833 -2.079
C12 -2.095 -1.947 -2.239
N2 -1.674 -1.153 -1.229
C13 2.820 -0.359 2.280
H1 5.833 0.050 0.685
H2 0.323 -1.845 1.023
H3 0.316 -0.859 2.485
H4 -0.214 1.047 1.061
H5 -1.959 -0.579 2.006
H6 -2.369 0.715 0.878
H7 -3.839 -2.098 1.156
H8 -4.597 -3.578 -0.694
H9 -3.444 -3.454 -2.907
H10 -1.567 -1.844 -3.178
H11 2.427 -0.418 3.287
O2 -0.318 1.908 -1.670
N3 -0.560 2.730 -0.574
C14 -0.731 3.948 -0.921
C15 -0.675 4.402 -2.286
N4 -0.627 4.751 -3.377
C16 -0.990 4.891 0.133
N5 -1.202 5.640 0.975

ΔE to the lowest compared entry with this formula, charge and spin (kcal/mol): 19.90
Electronic energy (eV): -46626.94672
2S+1: 2
E_HOMO (alpha / beta) (eV): -14.779 / -14.764
Strongest force on any atom (eV/A): 0.08
Frontier orbital gap (alpha / beta) (eV): 7.510 / 4.932
Charge: +2

***

No. 2
Here is C16H11N3PdS3 as an isolated structure from the Open Molecules 2025 dataset. Energies are from ωB97M-V/def2-TZVPD.

Atoms and positions in Å:
Pd1 0.453 -0.862 0.248
C1 4.343 0.899 -0.106
C2 4.025 2.197 -0.467
C3 2.693 2.555 -0.606
C4 1.715 1.605 -0.380
N1 2.043 0.337 -0.026
C5 3.324 -0.012 0.109
C6 0.263 1.862 -0.496
C7 -0.379 3.039 -0.835
C8 -1.769 3.052 -0.882
C9 -2.499 1.905 -0.595
C10 -1.815 0.750 -0.261
N2 -0.474 0.773 -0.224
C11 -2.365 -0.577 0.081
C12 -3.714 -0.880 0.121
C13 -4.107 -2.165 0.456
C14 -3.141 -3.116 0.744
C15 -1.807 -2.761 0.690
N3 -1.432 -1.521 0.366
H1 5.369 0.581 0.013
H2 4.805 2.926 -0.640
H3 2.415 3.561 -0.888
H4 3.512 -1.039 0.393
H5 0.184 3.934 -1.059
H6 -2.287 3.964 -1.146
H7 -3.579 1.920 -0.633
H8 -4.445 -0.117 -0.109
H9 -5.158 -2.420 0.492
H10 -3.410 -4.129 1.010
H11 -1.001 -3.448 0.902
S1 3.158 -4.469 1.310
C16 2.100 -3.253 0.947
S2 1.446 -2.164 2.140
S3 1.535 -2.924 -0.668

ΔE to the lowest compared entry with this formula, charge and spin (kcal/mol): 2.95
Electronic energy (eV): -57226.62152
E_HOMO (alpha / beta) (eV): -6.013 / -6.013
Strongest force on any atom (eV/A): 0.49
Frontier orbital gap (alpha / beta) (eV): 4.945 / 4.944

***

No. 3
Here is an isolated ion of composition C16H11N4O6S2 and charge -1 from the Open Molecules 2025 dataset. Energies are from ωB97M-V/def2-TZVPD.

Atoms and positions in Å:
S1 0.460 -3.562 1.774
C1 0.106 -2.215 2.691
N1 -0.168 -1.301 3.386
C2 -3.137 3.070 2.382
C3 -2.781 1.959 1.440
C4 -2.951 2.115 0.056
C5 -2.614 1.084 -0.822
C6 -2.106 -0.110 -0.302
S2 -1.471 -1.400 -1.360
O1 -2.048 -2.680 -1.065
O2 -1.353 -0.902 -2.701
N2 0.117 -1.521 -0.662
C7 1.123 -0.590 -0.973
C8 1.043 0.674 -1.528
C9 2.226 1.415 -1.668
N3 2.143 2.775 -2.084
O3 3.189 3.456 -2.185
O4 1.006 3.246 -2.330
C10 3.491 0.822 -1.357
C11 3.567 -0.461 -0.828
C12 2.381 -1.187 -0.633
C13 2.099 -2.514 -0.205
N4 3.000 -3.534 0.113
O5 4.203 -3.238 0.320
O6 2.579 -4.718 0.154
C14 0.679 -2.741 -0.166
C15 -2.040 -0.302 1.073
C16 -2.307 0.744 1.940
H1 -2.908 2.770 3.409
H2 -2.574 3.986 2.156
H3 -4.207 3.320 2.328
H4 -3.347 3.049 -0.351
H5 -2.719 1.187 -1.899
H6 0.110 1.110 -1.853
H7 4.394 1.402 -1.540
H8 4.513 -0.925 -0.562
H9 0.209 -3.613 -0.623
H10 -1.754 -1.267 1.467
H11 -2.152 0.596 3.008

Electronic energy (eV): -56682.14943
Structure (SMILES): Cc1ccc(S(=O)(=O)N2c3cc([N+](=O)[O-])ccc3C(=[N+]([O-])[O-])[C@H]2SC#N)cc1
E_HOMO (eV): -4.466
Strongest force on any atom (eV/A): 2.53
Frontier orbital gap (eV): 6.303
Charge: -1

***

No. 4
Here is C16H12BCoF10N8O as an isolated structure from the Open Molecules 2025 dataset. Energies are from ωB97M-V/def2-TZVPD.

Atoms and positions in Å:
Co1 0.292 -0.040 0.079
C1 1.441 0.760 -3.807
C2 1.415 1.078 -2.448
N1 0.875 0.073 -1.771
N2 0.557 -0.896 -2.646
C3 0.880 -0.499 -3.888
B1 -0.151 -2.142 -2.072
N3 -1.499 -1.656 -1.495
C4 -2.796 -1.948 -1.682
C5 -3.542 -1.200 -0.792
C6 -2.609 -0.462 -0.064
N4 -1.391 -0.740 -0.508
N5 0.687 -2.611 -0.840
C7 1.117 -3.837 -0.505
C8 1.643 -3.786 0.770
C9 1.483 -2.461 1.177
N6 0.917 -1.777 0.192
N7 -0.233 -3.250 -3.086
C10 0.793 -3.731 -3.837
C11 0.365 -4.880 -4.446
C12 -0.961 -5.035 -3.994
N8 -1.309 -4.067 -3.168
H1 1.820 1.360 -4.614
H2 1.761 1.953 -1.924
H3 0.691 -1.134 -4.736
H4 -3.079 -2.684 -2.412
H5 -4.611 -1.202 -0.676
H6 -2.732 0.226 0.755
H7 1.011 -4.657 -1.195
H8 2.077 -4.591 1.334
H9 1.733 -1.974 2.101
H10 1.747 -3.228 -3.868
H11 0.918 -5.511 -5.119
H12 -1.669 -5.812 -4.235
F1 3.521 1.467 3.477
C13 2.402 1.292 2.755
F2 1.954 0.064 3.018
F3 1.492 2.164 3.187
C14 2.670 1.488 1.230
O1 1.632 1.160 0.437
C15 2.948 3.004 0.959
F4 3.473 3.156 -0.270
F5 1.813 3.700 0.990
F6 3.793 3.554 1.833
C16 3.939 0.665 0.821
F7 3.901 -0.567 1.353
F8 3.986 0.515 -0.505
F9 5.082 1.238 1.210
F10 -0.395 0.046 1.712

ΔE to the lowest compared entry with this formula, charge and spin (kcal/mol): 3.42
Electronic energy (eV): -96237.45945
E_HOMO (alpha / beta) (eV): -9.870 / -9.870
Strongest force on any atom (eV/A): 0.05
Frontier orbital gap (alpha / beta) (eV): 8.824 / 8.823

***

No. 5
Here is C16H12BCuNO2S as an isolated structure from the Open Molecules 2025 dataset. Energies are from ωB97M-V/def2-TZVPD.

Atoms and positions in Å:
Cu1 -0.289 1.257 -0.111
C1 -1.230 -0.951 2.074
C2 -2.095 -1.004 0.848
C3 -3.033 -2.056 0.687
C4 -3.792 -2.096 -0.440
C5 -3.662 -1.087 -1.420
C6 -4.442 -1.092 -2.604
C7 -4.274 -0.072 -3.497
C8 -3.359 0.967 -3.253
C9 -2.569 1.028 -2.116
S1 -1.468 2.338 -1.822
C10 -2.723 -0.063 -1.185
N1 -1.941 -0.068 -0.058
H1 -1.459 -1.776 2.749
H2 -1.374 -0.007 2.599
H3 -0.178 -0.980 1.785
H4 -3.122 -2.810 1.458
H5 -4.510 -2.893 -0.601
H6 -5.149 -1.896 -2.771
H7 -4.856 -0.052 -4.412
H8 -3.262 1.767 -3.976
O1 2.330 1.919 1.489
B1 1.591 1.150 0.521
O2 2.550 0.209 -0.024
C11 3.745 0.440 0.573
C12 4.952 -0.194 0.374
C13 6.042 0.246 1.131
C14 5.909 1.281 2.048
C15 4.678 1.917 2.242
C16 3.613 1.475 1.490
H9 5.043 -0.997 -0.346
H10 7.007 -0.228 0.998
H11 6.771 1.602 2.620
H12 4.556 2.726 2.951

Electronic energy (eV): -78527.96772
E_HOMO (eV): -3.628
Strongest force on any atom (eV/A): 0.35
Frontier orbital gap (eV): 6.605
Charge: -1

***

No. 6
Here is C16H12F5NO4 in the gas phase from the Open Molecules 2025 dataset. Energies are from ωB97M-V/def2-TZVPD.

Atoms and positions in Å:
O1 0.435 3.282 2.091
C1 0.626 2.112 1.819
N1 1.809 1.490 2.025
C2 2.200 0.204 1.492
H1 1.343 -0.302 1.051
C3 3.288 0.414 0.428
H2 3.675 -0.545 0.081
O2 4.386 1.120 0.952
C4 3.994 2.386 1.436
H3 4.897 2.858 1.826
C5 2.935 2.250 2.534
H4 2.572 3.229 2.846
H5 3.358 1.716 3.391
H6 3.589 2.994 0.614
H7 2.856 0.963 -0.423
H8 2.604 -0.405 2.308
C6 -0.478 1.255 1.294
C7 -1.087 0.143 1.810
C8 -2.165 -0.153 0.944
C9 -2.134 0.800 -0.033
O3 -1.119 1.655 0.179
C10 -2.956 0.985 -1.268
H9 -3.835 1.608 -1.069
H10 -2.348 1.475 -2.038
O4 -3.514 -0.234 -1.739
C11 -2.739 -1.291 -2.020
C12 -3.425 -2.503 -2.226
C13 -2.773 -3.687 -2.533
C14 -1.383 -3.707 -2.635
C15 -0.681 -2.527 -2.440
C16 -1.348 -1.338 -2.150
F1 -0.588 -0.238 -2.007
F2 0.650 -2.515 -2.530
F3 -0.740 -4.842 -2.915
F4 -3.472 -4.806 -2.717
F5 -4.756 -2.500 -2.114
H11 -2.867 -0.957 1.039
H12 -0.810 -0.389 2.696

Electronic energy (eV): -40051.84036
Structure (SMILES): O=C(c1ccc(COc2c(F)c(F)c(F)c(F)c2F)o1)N1CCOCC1
E_HOMO (eV): -9.002
Strongest force on any atom (eV/A): 1.04
Frontier orbital gap (eV): 9.248

***

No. 7
Here is C16H12F6IN3O6S2Ta as an isolated structure from the Open Molecules 2025 dataset. Energies are from ωB97M-V/def2-TZVPD.

Atoms and positions in Å:
Ta1 -0.900 -1.069 0.270
O1 3.206 -0.078 -4.697
C1 2.063 -0.395 -4.109
O2 0.991 -0.189 -4.594
C2 2.071 -0.947 -2.696
C3 1.128 -1.923 -2.413
C4 0.877 -2.286 -1.088
C5 1.610 -1.644 -0.052
C6 2.581 -0.693 -0.330
C7 2.834 -0.389 -1.664
N1 0.917 -1.710 1.173
C8 1.179 -1.640 2.425
C9 0.022 -1.288 3.234
C10 0.007 -1.281 4.608
C11 -1.168 -0.893 5.263
C12 -2.257 -0.508 4.509
C13 -2.169 -0.518 3.117
N2 -1.062 -0.909 2.480
H1 3.991 -0.479 -4.298
H2 0.586 -2.392 -3.225
H3 0.345 -3.210 -0.858
H4 3.087 -0.161 0.467
H5 3.591 0.353 -1.892
H6 2.171 -1.809 2.838
H7 0.891 -1.569 5.164
H8 -1.213 -0.886 6.345
H9 -3.180 -0.188 4.974
H10 -3.008 -0.198 2.512
I1 -1.977 -3.777 0.818
C14 -2.429 -2.240 -0.581
H11 -3.456 -1.906 -0.427
H12 -2.291 -2.600 -1.602
F1 -3.573 2.279 -1.624
C15 -2.642 1.459 -2.016
F2 -3.081 0.206 -2.065
F3 -2.083 1.809 -3.128
S1 -1.309 1.491 -0.633
O3 -0.311 0.358 -1.057
O4 -1.933 0.682 0.521
N3 -0.836 2.801 -0.210
S2 -0.055 3.995 -1.242
O5 0.148 3.376 -2.497
O6 -0.726 5.204 -1.006
C16 1.567 3.969 -0.326
F4 2.001 2.694 -0.328
F5 2.405 4.735 -0.971
F6 1.392 4.363 0.912

ΔE to the lowest compared entry with this formula, charge and spin (kcal/mol): 0.00
Electronic energy (eV): -81139.21467
E_HOMO (eV): -18.605
Strongest force on any atom (eV/A): 0.55
Frontier orbital gap (eV): 6.592
Charge: +3

***

No. 8
Here is C16H12N4O5S3W as an isolated structure from the Open Molecules 2025 dataset. Energies are from ωB97M-V/def2-TZVPD.

Atoms and positions in Å:
W1 -1.302 -1.139 0.915
C1 -3.216 -2.017 1.583
C2 -2.524 -1.809 2.841
C3 -2.030 -0.555 3.148
C4 -2.183 0.520 2.191
C5 -3.331 0.396 1.301
C6 -3.841 -0.842 1.003
H1 -3.677 -2.987 1.409
H2 -2.387 -2.648 3.519
H3 -1.517 -0.372 4.091
H4 -1.890 1.521 2.503
H5 -3.780 1.295 0.894
H6 -4.704 -0.957 0.357
S1 -1.394 0.676 -0.902
C7 -1.572 -0.623 -2.056
S2 -1.911 -2.160 -1.272
C8 -1.394 -0.482 -3.400
C9 -1.057 0.753 -3.996
N1 -0.752 1.730 -4.512
C10 -1.421 -1.591 -4.273
N2 -1.400 -2.499 -4.974
O1 -0.504 -2.877 1.294
N3 0.416 -2.441 2.146
O2 0.298 -1.121 2.122
N4 0.891 -1.282 -0.448
C11 1.755 -0.111 -0.384
C12 2.869 -0.031 -1.213
C13 3.696 1.082 -1.153
C14 3.384 2.083 -0.266
C15 2.287 2.038 0.556
C16 1.465 0.923 0.499
S3 4.438 3.601 -0.198
O3 3.741 4.385 -1.196
O4 4.278 4.021 1.173
O5 5.733 3.085 -0.572
H7 1.401 -2.081 -0.036
H8 0.756 -1.531 -1.438
H9 3.098 -0.839 -1.895
H10 4.579 1.171 -1.763
H11 2.097 2.852 1.236
H12 0.603 0.859 1.161

ΔE to the lowest compared entry with this formula, charge and spin (kcal/mol): 45.91
Electronic energy (eV): -67308.89896
E_HOMO (alpha / beta) (eV): -7.687 / -7.687
Strongest force on any atom (eV/A): 6.94
Frontier orbital gap (alpha / beta) (eV): 3.356 / 3.355